Entry from the Open Molecules 2025 dataset: a 10-piece molecular cluster, C41H77BFN11O12P overall in a non-equilibrium geometry (the ωB97M-V functional and the def2-TZVPD basis).

Geometry (Å):
C (3.67, -2.19, 2.57)
C (2.49, -1.41, 2.74)
C (1.08, -0.51, 2.62)
C (1.42, 0.78, 1.73)
C (0.52, 1.11, 0.43)
C (-0.46, -0.06, -0.14)
C (-2.10, 0.14, 0.07)
P (-2.88, 1.71, 0.90)
O (-3.24, 1.37, 2.44)
C (-3.19, -1.03, -0.44)
C (-4.82, -0.90, -0.27)
F (-5.24, -0.53, 1.14)
C (-5.42, 0.18, -1.39)
C (-5.95, -0.64, -2.75)
C (-2.46, -2.34, -1.18)
B (-3.34, -3.61, -1.83)
O (-3.15, -3.78, -3.32)
O (-4.23, -4.46, -1.01)
C (-3.60, -4.86, 0.26)
C (-4.81, -5.61, 1.14)
C (-0.79, -2.41, -1.35)
N (-0.25, -3.67, -2.07)
N (0.14, -1.30, -0.84)
C (1.66, -1.42, -1.07)
C (1.99, -0.48, -2.41)
C (1.03, -0.53, -3.77)
C (1.34, 0.43, -5.06)
C (2.65, 1.47, -5.04)
C (3.65, 1.51, -3.71)
C (3.31, 0.53, -2.40)
C (4.35, 0.64, -1.09)
H (4.53, -2.92, 2.18)
H (0.75, -0.17, 3.70)
H (0.27, -1.26, 2.24)
H (1.38, 1.74, 2.45)
H (2.56, 0.71, 1.38)
H (-0.04, 2.14, 0.64)
H (1.28, 1.38, -0.46)
H (-2.08, 2.90, 0.75)
H (-4.18, 2.03, 0.29)
H (-5.41, -1.91, -0.49)
H (-6.29, 0.84, -0.98)
H (-4.51, 0.88, -1.71)
H (-5.21, -0.43, -3.67)
H (-7.07, -0.36, -3.02)
H (-5.94, -1.80, -2.60)
H (-3.28, -4.75, -3.56)
H (-3.24, -3.97, 0.94)
H (-2.73, -5.65, 0.13)
H (-4.86, -5.20, 2.26)
H (-5.89, -5.36, 0.68)
H (-4.63, -6.76, 1.21)
H (0.47, -4.10, -1.41)
H (0.24, -3.37, -2.96)
H (2.00, -2.50, -1.35)
H (2.29, -1.09, -0.14)
H (0.10, -1.24, -3.76)
H (0.64, 0.42, -6.02)
H (2.90, 2.20, -5.93)
H (4.57, 2.24, -3.67)
H (3.85, 1.34, -0.28)
H (5.38, 1.12, -1.43)
H (4.50, -0.46, -0.71)
O (6.05, 3.09, -2.35)
C (6.87, 4.01, -2.42)
N (8.15, 3.77, -2.79)
C (6.52, 5.44, -2.13)
H (8.86, 4.49, -2.87)
H (8.41, 2.81, -3.00)
H (6.17, 5.51, -1.09)
H (5.73, 5.76, -2.81)
H (7.38, 6.10, -2.25)
O (-7.33, 3.31, 5.99)
C (-6.33, 3.04, 5.34)
N (-6.29, 1.94, 4.53)
C (-5.08, 3.87, 5.36)
H (-5.49, 1.68, 3.97)
H (-7.12, 1.37, 4.49)
H (-4.69, 3.91, 6.38)
H (-5.32, 4.89, 5.03)
H (-4.30, 3.47, 4.71)
O (9.11, 3.83, -5.36)
C (8.32, 3.44, -6.22)
N (6.98, 3.39, -5.96)
C (8.74, 3.00, -7.59)
H (6.29, 3.08, -6.63)
H (6.67, 3.68, -5.04)
H (9.42, 2.15, -7.50)
H (9.25, 3.83, -8.09)
H (7.88, 2.70, -8.20)
O (-5.87, -3.58, 5.22)
C (-5.83, -2.36, 5.36)
N (-6.38, -1.54, 4.42)
C (-5.19, -1.69, 6.53)
H (-6.37, -0.53, 4.49)
H (-6.81, -1.97, 3.62)
H (-4.13, -1.97, 6.58)
H (-5.69, -2.01, 7.45)
H (-5.26, -0.60, 6.46)
O (0.38, 2.68, -7.01)
C (-0.67, 3.11, -6.55)
N (-0.88, 3.14, -5.20)
C (-1.79, 3.64, -7.40)
H (-1.73, 3.48, -4.77)
H (-0.14, 2.79, -4.61)
H (-2.13, 2.84, -8.06)
H (-1.43, 4.48, -7.99)
H (-2.64, 3.97, -6.79)
O (-7.69, -2.31, 1.96)
C (-8.48, -2.69, 1.10)
N (-9.82, -2.74, 1.36)
C (-8.06, -3.13, -0.27)
H (-10.51, -3.05, 0.69)
H (-10.13, -2.45, 2.28)
H (-7.38, -3.98, -0.18)
H (-7.55, -2.31, -0.77)
H (-8.92, -3.44, -0.88)
O (-1.21, -3.23, 6.57)
C (-1.65, -4.09, 7.32)
N (-2.88, -4.63, 7.13)
C (-0.88, -4.62, 8.49)
H (-3.29, -5.34, 7.72)
H (-3.42, -4.29, 6.34)
H (-0.66, -3.79, 9.18)
H (0.06, -5.06, 8.14)
H (-1.44, -5.38, 9.04)
O (5.75, -3.55, 0.63)
C (6.82, -3.84, 0.11)
N (7.65, -4.76, 0.68)
C (7.30, -3.23, -1.17)
H (8.54, -5.04, 0.29)
H (7.34, -5.19, 1.54)
H (7.38, -2.15, -1.04)
H (6.58, -3.45, -1.97)
H (8.28, -3.62, -1.47)
O (6.22, 6.08, 0.72)
C (6.62, 6.20, 1.88)
N (7.63, 7.05, 2.19)
C (6.04, 5.42, 3.02)
H (8.00, 7.17, 3.12)
H (8.04, 7.58, 1.43)
H (6.16, 4.35, 2.83)
H (4.98, 5.66, 3.11)
H (6.53, 5.66, 3.97)

For the HOMO energy, the calculation gives -0.38059 Ha. As for the energy: -97386.7738 eV. The calculation puts the orbital gap at 5.9557 eV. Its total charge is +1. As for the largest force on an atom: 0.1986 hartree/bohr.